Record 1
Density functional theory data (wB97M-V/def2-TZVPD) for a 6-piece molecular cluster, C18H54O24P6 overall at a distorted geometry.

## Properties
Spin multiplicity   1
SMILES string   COP(=O)(OC)OC.COP(=O)(OC)OC.COP(=O)(OC)OC.COP(=O)(OC)OC.COP(=O)(OC)OC.COP(=O)(OC)OC
HOMO level   -10.17 eV
E_LUMO   0.362 eV

Geometry as XYZ:
```
102
Properties=species:S:1:pos:R:3:forces:R:3:mulliken_charge:R:1
P 20.3903 18.6966 8.8927 -0.454 -1.059 -0.745 1.001
P 14.3760 23.5897 15.5068 1.159 0.069 -0.638 1.035
P 9.3894 20.9757 11.3163 0.270 -0.605 0.019 1.125
P 8.7379 20.7037 4.4131 -1.131 -0.468 -0.215 1.111
P 10.8214 15.1595 10.4378 0.700 1.274 -0.200 1.104
P 14.6249 19.3124 8.7695 0.553 -1.903 -0.634 0.550
O 19.2981 19.8245 8.6710 0.523 0.062 0.150 -0.189
O 11.7619 15.9666 9.6448 0.062 -0.775 0.319 -0.539
O 11.0044 13.6020 10.4691 -0.045 -0.043 -0.164 -0.346
O 8.2128 20.0605 3.0219 0.410 0.755 0.898 -0.398
O 10.8095 21.1043 10.9072 -1.196 -0.034 0.439 -0.469
O 10.1832 21.2635 4.0609 0.128 -0.615 0.303 -0.239
O 10.8771 15.5566 11.9961 -0.944 -0.353 -0.889 -0.255
O 8.9776 21.6282 12.7162 0.255 0.016 -0.564 -0.367
O 14.5366 24.7536 14.6168 -0.244 -0.611 0.480 -0.704
O 20.3691 18.4228 10.4579 0.220 0.085 -0.155 -0.341
O 15.9152 19.0357 8.1208 -0.380 0.268 0.273 -0.662
O 8.8620 19.4851 11.5605 -0.096 0.950 -0.769 -0.287
O 19.6538 17.3857 8.2442 -0.276 1.300 0.454 -0.246
O 14.4078 23.9300 17.0667 -0.072 -0.385 -0.670 -0.352
O 8.9807 19.3684 5.2633 0.435 1.252 -0.392 -0.180
O 13.4152 19.2856 7.7482 0.153 0.499 0.940 -0.455
O 21.7404 18.9223 8.3840 -0.194 0.024 0.209 -0.740
O 15.5808 22.5031 15.3594 -1.235 0.986 0.141 -0.297
O 13.0773 22.7003 15.2506 0.952 0.505 0.398 -0.248
O 8.3110 21.5680 10.2809 0.756 -0.642 0.962 -0.397
O 7.8039 21.6626 5.0381 0.781 -0.600 -0.386 -0.738
O 14.2247 18.1947 9.8627 -0.226 0.520 -0.465 0.268
O 9.3270 15.3610 9.9439 0.425 -0.401 0.535 -0.417
O 14.5203 20.6877 9.5237 -0.009 -0.129 -0.255 -0.296
C 16.8026 22.9162 14.8071 2.018 0.976 -0.522 -0.753
C 12.0971 15.5543 12.6951 1.045 0.651 1.141 -0.695
C 8.6405 21.4715 8.9071 0.379 0.200 -1.983 -0.280
C 12.6187 22.5659 13.8975 -1.475 -0.761 0.075 -0.294
C 15.1563 17.2217 10.3038 1.512 0.700 0.708 -0.793
C 9.4738 18.5213 12.3813 0.217 -1.001 0.831 -0.647
C 10.4429 22.5980 3.6470 0.036 0.630 -0.103 -0.670
C 9.9259 12.6764 10.6148 -1.042 0.030 -0.712 -0.700
C 19.1844 18.3361 11.2161 -1.399 0.867 0.376 -0.285
C 10.0824 18.4998 4.9504 0.246 -0.184 -0.013 -0.406
C 8.8756 16.6413 9.5518 -1.549 1.488 0.085 -0.308
C 15.4657 20.9597 10.5325 0.260 1.275 2.158 -0.358
C 13.2505 23.9550 17.8609 -2.137 -0.964 0.501 -0.626
C 18.6694 19.9678 7.3844 -0.657 -0.077 -0.481 -0.651
C 12.0932 19.3469 8.2965 -1.152 -0.933 0.092 -0.448
C 9.0235 23.0354 12.8341 -0.743 2.031 -1.126 -0.831
C 20.2817 16.1235 8.3156 0.646 -0.415 0.711 -0.744
C 7.3099 20.8082 2.1937 -0.514 -0.599 0.106 -0.741
H 20.8305 15.9219 7.3962 0.044 -0.018 0.104 0.260
H 8.1756 17.0254 10.3008 0.134 -0.214 0.159 0.236
H 16.3477 20.3411 10.7122 -0.198 -0.577 -1.054 0.012
H 8.2747 16.6102 8.6420 0.297 -0.586 -0.138 0.337
H 15.5899 17.5888 11.2436 -0.359 -0.222 0.259 0.326
H 8.0202 23.4596 12.9466 -0.079 -0.570 0.933 0.321
H 12.2414 23.5034 13.4984 0.401 0.165 -0.011 0.302
H 9.7218 23.4358 13.5615 -0.059 -0.565 0.393 0.291
H 20.9440 16.0873 9.1889 0.286 0.043 -0.314 0.323
H 14.9737 20.9625 11.5132 -0.334 -0.160 -0.218 0.146
H 11.8561 15.3648 13.7425 0.004 -0.094 -0.090 0.303
H 11.5442 20.1800 7.8670 0.229 0.194 0.070 0.314
H 13.1025 23.0271 18.4288 0.772 0.062 0.124 0.291
H 11.3736 22.6487 3.0848 0.033 -0.483 0.027 0.256
H 11.7630 21.8977 14.0128 -0.063 0.070 -0.185 0.186
H 10.7323 18.9280 4.1890 -0.140 -0.073 -0.104 0.302
H 6.3568 20.2775 2.2362 0.013 0.035 -0.242 0.266
H 15.8396 21.9815 10.4480 -0.086 -0.051 -0.520 0.373
H 9.2372 23.5927 11.9086 0.697 -0.781 -0.240 0.324
H 14.7295 16.2385 10.4659 -0.444 0.111 -0.313 0.189
H 10.1786 17.8691 11.8646 0.157 0.492 -0.301 0.112
H 9.5549 12.4239 9.6189 0.506 -0.450 -0.057 0.283
H 10.5720 23.2461 4.5119 -0.266 -0.019 0.075 0.278
H 18.9417 17.3493 11.6072 0.561 -0.232 -0.191 0.299
H 13.2725 22.0489 13.1980 0.573 0.324 0.282 0.039
H 19.5676 15.3222 8.5180 -0.373 0.319 -0.385 0.257
H 19.2302 19.0408 12.0491 0.427 -0.182 0.115 0.321
H 11.5594 18.4204 8.0621 0.239 -0.017 -0.510 0.023
H 12.8826 14.8543 12.3996 -0.560 -0.389 -0.454 0.361
H 9.0064 13.0779 11.0487 0.491 0.388 0.611 0.304
H 9.6741 17.5452 4.6252 0.049 0.028 -0.070 0.267
H 8.5968 22.4511 8.4289 -0.078 0.126 0.347 0.332
H 18.2638 18.9836 7.1729 -0.159 0.242 -0.584 0.346
H 7.1032 21.8145 2.5548 0.388 0.061 -0.001 0.341
H 7.7061 20.7783 1.1818 -0.056 0.233 -0.014 0.257
H 17.5576 23.2202 15.5430 -0.270 -0.781 0.542 0.312
H 13.1747 24.7839 18.5603 0.643 0.219 -0.243 0.279
H 9.5958 17.4472 9.4121 0.666 -0.592 0.080 -0.070
H 9.6612 22.9839 2.9942 -0.161 -0.006 0.140 0.278
H 17.2158 22.1364 14.1709 -0.139 -0.264 0.215 0.236
H 18.2976 18.6804 10.6732 0.197 -0.189 -0.401 -0.143
H 10.6955 18.3534 5.8391 -0.204 0.033 0.091 0.052
H 16.8477 23.8353 14.2098 -1.229 -0.183 -0.225 0.334
H 9.6393 21.0866 8.6930 0.109 0.078 0.574 -0.194
H 16.0481 17.1880 9.6732 -0.399 -0.275 -0.508 0.304
H 9.9544 18.9323 13.2714 0.015 0.264 -0.156 0.381
H 12.0098 19.3245 9.3836 0.587 0.671 0.041 0.373
H 12.5922 16.5310 12.6614 -0.321 0.096 -0.216 0.193
H 17.8574 20.6909 7.4232 -0.121 -0.240 0.745 0.202
H 7.9849 20.8406 8.3022 -0.466 -0.109 0.681 0.312
H 8.6966 17.8384 12.7330 -0.145 0.235 -0.021 0.333
H 10.2668 11.8151 11.1748 0.131 -0.035 -0.075 0.277
H 12.3168 23.9326 17.2848 0.326 0.520 -0.352 0.260
H 19.2827 20.3805 6.5799 0.766 -0.505 0.360 0.306
```
Forces are in eV/Å.


Record 2
Density functional theory data (wB97M-V/def2-TZVPD) for a 9-piece molecular cluster, C6H29NO8 overall at a distorted geometry.

## Properties
Spin multiplicity   1
SMILES string   C/C=C/C[C@@H](C)N.O.O.O.O.O.O.O.O
HOMO level   -9.14 eV
E_LUMO   0.426 eV

Geometry as XYZ:
```
44
Properties=species:S:1:pos:R:3:forces:R:3:mulliken_charge:R:1
O 2.4967 1.1570 -1.5355 -0.790 0.160 -0.494 -0.610
O -4.0576 0.0148 0.2963 0.028 -0.005 0.178 -0.549
O -0.9217 1.3131 -3.4043 0.119 0.408 1.158 -0.735
O 1.8045 -1.5135 -2.3421 0.424 -0.440 0.099 -0.641
O -3.2392 -0.1062 -2.5501 -0.389 0.162 0.735 -0.640
O -3.4727 -2.8491 -1.2681 -0.612 -0.683 0.168 -0.627
O 1.9216 -1.4507 3.1436 1.665 0.560 -0.592 -0.691
O 3.6310 -0.4442 0.8638 -0.524 1.230 -0.427 -0.572
N 0.8379 1.5362 3.0064 -0.005 -0.509 -0.193 -0.612
C 1.1306 3.2015 1.1855 -0.537 0.214 -0.323 -1.807
C -0.4055 -2.6689 -0.2148 0.146 -0.908 -1.392 -1.840
C 1.0166 1.7290 1.5537 0.024 0.092 0.249 1.005
C 0.1506 -0.3436 0.3091 -0.836 0.031 0.883 0.403
C -0.7875 -1.2651 0.1165 0.457 -0.746 0.861 0.476
C -0.1956 1.0178 0.9104 1.248 -0.258 -1.220 -0.688
H -0.6869 -3.5550 0.3616 -0.467 0.721 0.868 0.264
H 1.9458 1.2495 1.2487 0.004 -0.205 0.151 0.027
H 0.1303 3.6452 1.2065 0.085 0.277 0.587 0.376
H 4.4812 -0.7418 0.5472 -0.018 -0.675 0.261 0.285
H 1.8384 3.6942 1.8499 -0.205 0.203 0.118 0.393
H 3.1387 -1.0761 1.3956 0.467 -0.580 0.253 0.273
H -2.5594 -2.6914 -1.4952 0.032 0.400 -0.156 0.353
H -0.0447 1.9647 3.2387 -0.175 0.052 0.360 0.241
H -3.9096 -0.4062 1.1496 -0.093 -0.028 0.003 0.300
H 1.5419 1.9317 3.6176 0.194 0.131 -0.351 0.235
H 0.6720 -2.7878 -0.3378 0.010 0.277 -0.179 0.369
H 1.4121 -0.6954 2.8275 -0.704 -0.076 0.506 0.329
H 3.3507 1.5381 -1.7436 0.190 -0.150 0.352 0.215
H -0.8830 -2.9452 -1.1656 0.471 0.002 -0.269 0.298
H -1.3609 2.1056 -3.0572 -0.211 -0.001 -0.575 0.343
H 0.9120 -1.8075 -2.5309 -0.120 0.273 -0.144 0.301
H 1.4461 3.4209 0.1689 0.318 -0.495 -0.259 0.358
H 1.1768 -0.6642 0.1724 0.114 0.273 -0.053 -0.172
H -1.8392 -1.0699 0.2795 -0.056 0.210 -0.067 0.289
H -0.9480 0.8479 1.6736 -0.327 0.305 -0.150 0.377
H -3.9720 -2.0598 -1.4951 0.361 0.322 0.150 0.269
H -3.5755 -0.7128 -3.2095 0.496 0.132 -0.480 0.311
H -0.3334 1.1555 -2.6454 0.304 -0.363 -0.405 0.338
H 2.5446 0.6159 -0.7374 0.661 -0.020 0.058 0.314
H 1.4034 -2.1746 3.4542 -0.968 -0.300 0.068 0.287
H 1.9142 -0.5950 -2.6082 -0.230 0.135 0.044 0.307
H -0.5639 1.6267 0.0802 -0.318 0.220 0.288 0.247
H -2.3554 0.2339 -2.7617 -0.220 -0.367 -0.636 0.353
H -4.7861 0.6249 0.4453 -0.016 0.019 -0.030 0.248
```
Forces are in eV/Å.


E for every record listed, in sequence, given in eV: -124426.90582, -24561.97902.
Gap between HOMO and LUMO for every record listed, in sequence, given in eV: 10.529, 9.571.